# 1
A cluster of 5 separate species, C23H46B3BrO17 in total. Source: OMol25; level of theory: the ωB97M-V functional and the def2-TZVPD basis.

Properties
Max |F|   8.44 eV/Å
SMILES   CC(=O)OCCB1OBOB(CCCBr)O1.CCOC(=O)OC.CCOC(=O)OC.CCOC(=O)OC.CCOC(=O)OC
Highest occupied orbital energy   -9.99 eV
Energy   -4831.7353 Ha
2S+1   1
HOMO-LUMO gap   9.7 eV

CARTESIAN COORDINATES (ANGSTROEM)
C (-1.56486, -6.06565, 3.48545)
C (-1.63318, -4.89334, 4.65311)
O (-2.42315, -5.13941, 5.70164)
O (-0.78542, -3.70404, 4.46877)
C (-1.59672, -2.52226, 4.07692)
C (-1.36699, -2.19901, 2.47718)
B (-2.76708, -2.23529, 1.60048)
O (-2.73118, -2.42084, 0.11027)
B (-3.39655, -3.75864, -0.06257)
O (-4.81337, -3.82883, 0.43688)
B (-4.75246, -3.44500, 1.89056)
C (-5.32719, -4.54644, 2.96698)
C (-5.49155, -4.00124, 4.50388)
C (-6.54674, -2.75737, 4.69097)
Br (-5.61823, -0.98360, 5.00223)
O (-4.14273, -2.13758, 2.20194)
H (-0.47843, -6.51385, 3.37628)
H (-2.33458, -6.92224, 3.74496)
H (-1.93112, -5.57235, 2.48829)
H (-1.16886, -1.57702, 4.66191)
H (-2.72816, -2.60753, 4.36541)
H (-0.68938, -3.07559, 2.04164)
H (-0.89269, -1.13583, 2.35601)
H (-2.85583, -4.68848, -0.56525)
H (-6.32501, -5.02669, 2.56604)
H (-4.53299, -5.43561, 2.99495)
H (-4.49458, -3.69712, 5.03676)
H (-5.93413, -4.90995, 5.13827)
H (-7.13680, -2.97838, 5.70514)
H (-7.36951, -2.70032, 3.85543)
C (-4.65486, -1.11547, -2.00782)
C (-4.30848, 0.35826, -1.86962)
O (-3.17717, 0.69976, -2.67945)
C (-3.41421, 0.80528, -4.00953)
O (-4.49060, 0.63846, -4.56449)
O (-2.24252, 1.09926, -4.62635)
C (-2.33387, 1.13185, -6.04840)
H (-3.78174, -1.73695, -1.78710)
H (-5.46669, -1.38654, -1.32597)
H (-4.96836, -1.35868, -3.02614)
H (-4.02976, 0.56567, -0.83249)
H (-5.16402, 1.00137, -2.10980)
H (-3.12309, 1.81429, -6.38097)
H (-2.50776, 0.12304, -6.43260)
H (-1.37950, 1.49277, -6.44190)
C (-1.04387, 1.40151, -1.19584)
C (0.35008, 1.56893, -0.61289)
O (0.56065, 2.91107, -0.15831)
C (-0.04585, 3.24087, 1.00780)
O (-0.74187, 2.50379, 1.69095)
O (0.22740, 4.54254, 1.27376)
C (-0.44404, 5.04719, 2.42534)
H (-1.22172, 2.14062, -1.98285)
H (-1.16902, 0.39822, -1.61442)
H (-1.81549, 1.55387, -0.43703)
H (1.09116, 1.37937, -1.39469)
H (0.54162, 0.85253, 0.19540)
H (-0.24528, 4.42692, 3.30565)
H (-1.51824, 5.11005, 2.23116)
H (-0.06816, 6.05488, 2.62333)
C (7.19777, 0.05183, -2.83109)
C (6.44368, -1.08394, -3.50365)
O (5.03148, -0.95721, -3.29881)
C (4.41063, -0.00835, -4.04086)
O (4.94343, 0.73208, -4.85469)
O (3.09689, 0.00044, -3.70359)
C (2.34722, 1.03296, -4.33882)
H (6.93439, 0.11208, -1.77076)
H (8.27829, -0.09541, -2.92200)
H (6.94589, 1.01769, -3.27612)
H (6.74551, -2.03277, -3.05092)
H (6.67480, -1.14788, -4.57404)
H (2.46258, 0.99652, -5.42720)
H (2.65405, 2.00771, -3.94988)
H (1.29077, 0.88161, -4.10023)
C (3.63086, 3.83119, 0.18392)
C (4.32294, 4.90826, 1.00362)
O (5.59609, 4.45534, 1.47932)
C (6.58956, 4.41521, 0.55855)
O (6.49272, 4.72816, -0.61922)
O (7.70683, 3.93815, 1.16175)
C (8.80277, 3.74443, 0.27123)
H (3.55494, 2.90235, 0.75731)
H (2.62637, 4.15349, -0.10690)
H (4.19150, 3.59832, -0.72485)
H (3.71675, 5.13279, 1.88593)
H (4.43130, 5.84240, 0.43893)
H (9.02970, 4.65966, -0.28559)
H (8.58425, 2.91982, -0.41276)
H (9.68079, 3.47777, 0.86611)

Mulliken atomic charge list, values in e, 6 entries: C -0.559; C 0.619; O -0.530; O -0.366; C 0.062; C -0.262

# 2
A structure of composition C7H6CoN2O4. Source: OMol25; level of theory: the ωB97M-V functional and the def2-TZVPD basis.

Properties
Max |F|   10.68 eV/Å
Highest occupied orbital energy (alpha / beta)   -17.40 / -18.23 eV
Total charge   +2
Energy   -2062.7272 Ha
2S+1   4
Energy relative to the best compared isomer or geometry (same formula, charge and spin)   2.337 eV
HOMO-LUMO gap (alpha / beta)   8.0 / 5.9 eV

CARTESIAN COORDINATES (ANGSTROEM)
O (-1.99628, -1.15126, -2.76122)
C (-1.71625, -0.62572, -1.77258)
Co (-1.94048, -0.43605, 0.01799)
O (-0.51857, -6.22503, -0.84323)
C (-0.33227, -5.11685, -0.69654)
C (-3.64908, -0.64522, 0.05633)
O (-4.79446, -0.82195, 0.07632)
C (-1.57961, -1.10229, 1.66876)
O (-1.77970, -1.88444, 2.49322)
C (2.76846, 1.05717, 0.76159)
N (1.51362, 1.50249, 0.12755)
C (1.18192, 2.83594, -0.39950)
C (0.59663, 0.63787, 0.10057)
N (-0.22438, -0.18967, -0.00542)
H (3.36881, 1.95614, 0.73387)
H (3.18865, 0.21577, 0.17031)
H (2.54624, 0.69626, 1.78952)
H (0.94216, 2.72154, -1.44881)
H (0.32950, 3.20948, 0.14441)
H (2.09510, 3.36582, -0.21314)

natural (NBO) atomic charge list, values in e, 6 entries: O -0.281; C 0.437; Co 0.829; O -0.444; C 0.447; C 0.452

# 3
A structure of composition C40H48IMoN2O2PSbSe4. Source: OMol25; level of theory: the ωB97M-V functional and the def2-TZVPD basis.

Properties
Max |F|   3.51 eV/Å
Highest occupied orbital energy (alpha / beta)   -3.92 / -3.92 eV
Total charge   -1
Energy   -12366.3061 Ha
2S+1   1
Energy relative to the best compared isomer or geometry (same formula, charge and spin)   1.771 eV
HOMO-LUMO gap (alpha / beta)   4.8 / 4.9 eV

CARTESIAN COORDINATES (ANGSTROEM)
Mo (0.02549, -0.15611, 0.24983)
C (1.13396, 0.63453, 2.19259)
C (2.22084, -0.23194, 1.91232)
C (3.05247, 0.46889, 0.93986)
C (2.43134, 1.68254, 0.66964)
C (1.22870, 1.81522, 1.42022)
C (0.64517, 3.13588, 1.89671)
C (-0.81069, 2.99127, 2.34461)
C (1.49886, 3.55913, 3.10847)
C (0.73296, 4.25793, 0.85997)
C (4.34218, 0.04968, 0.23699)
C (4.13628, -1.25234, -0.57561)
C (4.81159, 1.14757, -0.73397)
C (5.50357, -0.10418, 1.23631)
C (2.57443, -1.26149, 2.98943)
C (3.34617, -2.50784, 2.52667)
C (3.41689, -0.48357, 4.02420)
C (1.32318, -1.76697, 3.73005)
H (0.54552, 0.57026, 3.09464)
H (2.80493, 2.44115, -0.00240)
H (-0.91055, 2.26962, 3.15952)
H (-1.43961, 2.68352, 1.50847)
H (-1.18959, 3.95202, 2.70419)
H (1.46199, 2.81049, 3.90274)
H (1.13917, 4.51113, 3.50840)
H (2.54353, 3.67496, 2.81292)
H (0.11230, 4.06937, -0.01164)
H (1.76259, 4.40394, 0.52593)
H (0.38914, 5.19071, 1.31411)
H (3.93716, -1.03060, -1.62992)
H (3.30232, -1.84212, -0.20335)
H (5.01620, -1.89525, -0.54700)
H (4.06891, 1.40490, -1.49449)
H (5.70573, 0.79689, -1.25287)
H (5.07332, 2.06496, -0.20125)
H (5.36864, -0.94327, 1.90984)
H (5.61349, 0.80919, 1.82574)
H (6.43536, -0.26610, 0.68811)
H (3.96790, -2.35422, 1.65446)
H (2.65453, -3.31063, 2.28994)
H (3.97196, -2.87621, 3.34244)
H (4.35648, -0.14138, 3.59407)
H (3.63812, -1.13139, 4.87567)
H (2.87536, 0.39307, 4.39015)
H (0.53529, -2.05424, 3.03326)
H (0.91675, -1.02470, 4.42373)
H (1.57316, -2.66324, 4.29722)
I (-2.02341, -0.62236, 1.99923)
C (-3.46254, 0.75948, 1.34460)
C (-3.93123, 1.62161, 2.29353)
C (-5.03118, 2.45189, 2.01429)
C (-5.68402, 2.31695, 0.82702)
C (-5.23334, 1.40839, -0.16026)
C (-5.99094, 1.20530, -1.32914)
C (-5.59291, 0.28709, -2.25763)
C (-4.35373, -0.34498, -2.11527)
C (-3.52308, -0.11736, -1.03324)
P (-1.77824, -0.74613, -1.32089)
C (-1.58328, -0.02695, -3.02353)
C (-2.14629, 1.21528, -3.33590)
C (-1.98048, 1.78029, -4.58816)
C (-1.24920, 1.11639, -5.56163)
C (-0.66501, -0.10311, -5.26338)
C (-0.81963, -0.66194, -4.00202)
C (-2.26161, -2.49439, -1.63143)
C (-3.31598, -3.02655, -0.88319)
C (-3.78683, -4.30677, -1.12394)
C (-3.20769, -5.08275, -2.11185)
C (-2.11641, -4.59293, -2.81019)
C (-1.62939, -3.32285, -2.55455)
C (-4.02385, 0.66861, 0.04276)
H (-3.47253, 1.65531, 3.27271)
H (-5.38245, 3.14920, 2.76297)
H (-6.58007, 2.88916, 0.61760)
H (-6.90238, 1.77621, -1.46100)
H (-6.19359, 0.08671, -3.13522)
H (-4.02096, -1.00354, -2.90490)
H (-2.71094, 1.75560, -2.59197)
H (-2.42545, 2.74536, -4.79061)
H (-1.13118, 1.55234, -6.54588)
H (-0.09108, -0.63308, -6.01316)
H (-0.35353, -1.61753, -3.80600)
H (-3.78085, -2.44064, -0.10377)
H (-4.60956, -4.68788, -0.53219)
H (-3.54958, -6.09192, -2.29660)
H (-1.61189, -5.22550, -3.52522)
H (-0.72498, -3.00848, -3.05524)
N (1.29921, 0.36991, -1.64566)
N (0.88306, 1.67010, -1.98448)
C (-0.28328, 2.24152, -1.46750)
O (-0.62459, 3.32460, -1.91638)
O (-0.89759, 1.55878, -0.55299)
H (2.29564, 0.38359, -1.45229)
H (1.13985, -0.28194, -2.40920)
H (1.21263, 2.07661, -2.84352)
Se (3.50728, -4.85394, -0.26873)
Sb (1.18787, -4.86889, 0.48836)
Se (0.36626, -2.39046, 0.18425)
Se (0.98928, -5.45672, 2.85078)
Se (0.01221, -6.54770, -0.83028)

Mulliken atomic charge list, values in e, 6 entries: Mo -0.625; C -3.073; C 0.824; C 0.947; C -0.700; C 2.520

# 4
An isolated molecule of CHN5O. Source: OMol25; level of theory: the ωB97M-V functional and the def2-TZVPD basis.

Properties
Max |F|   5.17 eV/Å
Highest occupied orbital energy   -9.77 eV
Energy   -387.4676 Ha
2S+1   1
Energy relative to the best compared isomer or geometry (same formula, charge and spin)   9.315 eV
HOMO-LUMO gap   8.7 eV

CARTESIAN COORDINATES (ANGSTROEM)
C (1.58862, -0.04902, 0.00993)
N (1.39915, -1.22597, 0.02092)
N (0.02941, -1.76492, -0.02987)
N (-0.82407, -0.91994, 0.00124)
N (-1.28422, 1.41319, -0.05206)
N (-0.57753, 0.34097, 0.02219)
O (-2.50292, 1.37913, 0.02860)
H (2.17157, 0.82656, -0.00094)

natural (NBO) atomic charge list, values in e, 6 entries: C 0.264; N -0.270; N -0.010; N 0.094; N 0.229; N -0.223

Question: The lowest max |F| belongs to which entry?
Answer: C40H48IMoN2O2PSbSe4

Question: max |F| of number 3 (C40H48IMoN2O2PSbSe4)?
Answer: 3.51 eV/Å

Question: Which value of 2S+1 does entry 2 give?
Answer: 4

Question: What is the max |F| in the second record?
Answer: 10.68 eV/Å